Entry 1:
This record from OMol25 describes a 2-piece molecular cluster, C2H8N3 overall at a distorted geometry. The level of theory is wB97M-V/def2-TZVPD.

```
13
Properties=species:S:1:pos:R:3:forces:R:3
C -0.212 -1.860 0.399 1.533 -0.227 -0.213
C 0.010 1.723 -1.101 -0.376 -0.358 3.923
N 0.793 -1.087 -0.286 0.402 -0.488 -0.414
N -0.475 1.503 0.116 1.140 0.477 -3.003
N 0.404 -0.694 1.039 -0.228 -0.394 0.942
H -1.170 -1.703 0.026 -1.799 0.479 0.004
H -0.027 -2.889 0.662 0.595 0.124 0.469
H -0.407 2.603 -1.531 0.333 0.443 -1.290
H 0.902 1.141 -1.489 -1.410 0.831 0.168
H -1.127 2.244 0.372 -0.217 -0.189 -0.150
H 0.333 -0.447 -0.932 0.050 -0.303 0.180
H -0.229 0.181 1.020 0.916 0.034 -0.165
H 1.205 -0.715 1.703 -0.941 -0.428 -0.450
```
Forces are in eV/Å.

Values from the calculation:
2S+1   1
Net charge   +1
Calculated total energy   -6664.0624 eV
Energy relative to the best compared isomer or geometry (same formula, charge and spin)   105.31 kcal/mol

Entry 2:
This record from OMol25 describes a 13-piece molecular cluster, C82H182N8O13 overall at a distorted geometry. The level of theory is wB97M-V/def2-TZVPD.

```
285
Properties=species:S:1:pos:R:3:forces:R:3
C -7.070 -1.122 -2.108 0.313 -0.456 0.701
C -5.865 -2.015 -2.474 -1.751 0.630 -0.208
O -6.502 -3.049 -3.251 1.176 -0.117 0.557
H -7.771 -1.772 -1.585 0.004 -0.260 0.003
H -7.649 -0.747 -2.952 0.516 0.267 -0.125
H -6.840 -0.365 -1.358 0.192 0.354 -0.391
H -5.414 -2.375 -1.550 -0.068 -0.369 0.089
H -5.057 -1.562 -3.049 -0.135 0.418 -0.148
H -5.847 -3.750 -3.226 -0.185 -0.532 -0.462
C -0.922 0.314 6.109 -1.343 0.671 -0.329
C -1.567 0.431 4.710 0.087 -1.341 2.026
O -0.680 -0.272 3.923 0.934 -0.026 -1.577
H 0.164 0.416 6.100 -0.057 0.466 -0.349
H -1.102 -0.665 6.552 -0.366 0.122 0.136
H -1.410 1.130 6.643 0.371 -0.267 0.942
H -1.821 1.453 4.428 0.600 0.298 -0.268
H -2.490 -0.141 4.621 -0.564 0.423 0.704
H -1.077 -0.191 3.052 0.669 -0.618 -0.741
C 4.561 0.696 -0.769 0.147 -0.406 0.031
C 4.884 1.837 0.175 -0.996 -0.557 0.395
O 3.881 1.824 1.200 -0.367 1.017 0.033
H 5.418 0.554 -1.428 -0.340 -0.201 -0.432
H 3.606 0.800 -1.282 0.266 0.784 -0.516
H 4.333 -0.232 -0.245 0.722 -0.113 0.542
H 4.818 2.795 -0.341 -0.031 0.047 -0.042
H 5.877 1.754 0.618 0.049 -0.138 -0.038
H 4.201 1.383 1.991 0.344 -0.191 0.150
C 1.504 6.229 0.989 0.498 0.679 -0.551
C 2.420 5.056 1.076 -0.781 0.219 -1.699
O 2.296 4.521 2.311 0.700 -1.239 2.690
H 1.748 6.685 0.030 -0.866 0.149 -0.284
H 1.637 7.019 1.729 0.316 -0.265 0.274
H 0.500 5.824 1.111 -0.202 0.410 -0.462
H 3.459 5.189 0.774 0.177 0.486 0.009
H 1.990 4.279 0.443 0.183 0.093 -1.128
H 2.771 3.697 2.179 0.096 -0.819 0.917
C -3.863 -4.427 5.917 -1.451 -2.110 2.111
C -3.565 -3.445 4.895 1.377 1.546 0.443
O -3.068 -2.281 5.615 -0.056 -0.112 -0.583
H -3.192 -4.472 6.776 0.636 0.438 -0.382
H -3.861 -5.452 5.546 -0.336 -0.073 -0.234
H -4.810 -4.238 6.423 -0.337 -0.073 -0.219
H -4.440 -3.100 4.344 0.140 -0.393 -0.372
H -2.775 -3.903 4.299 -0.023 0.606 -0.680
H -2.198 -2.068 5.270 0.172 -0.014 -0.129
C -2.400 -1.376 -0.818 0.372 1.161 1.600
C -1.195 -1.381 0.248 -2.435 -1.182 0.928
C 0.028 -1.652 -0.585 1.625 0.243 -0.383
C 0.660 -0.383 -1.194 -1.179 -1.533 1.583
C 0.885 0.587 -0.068 0.019 1.160 -0.909
C -0.357 1.113 0.692 0.089 -0.527 -1.079
N -1.189 -0.097 1.067 3.044 -0.542 -0.816
O -2.374 0.162 1.734 -0.407 0.148 -0.561
C 0.136 1.936 1.874 0.001 0.154 0.277
C -1.098 2.133 -0.206 -0.716 -0.639 1.033
C -1.379 -2.600 1.336 -0.498 0.756 -0.546
H -2.512 -2.295 -1.394 0.028 0.021 0.273
H -2.313 -0.519 -1.485 0.574 -0.156 -0.370
H -3.320 -1.088 -0.308 -0.396 -0.728 0.188
H 0.808 -2.172 -0.029 0.052 0.081 0.438
H -0.202 -2.342 -1.398 -0.401 -0.160 0.073
H -0.084 -0.002 -1.894 0.512 0.306 -0.506
H 1.646 -0.636 -1.585 -0.275 0.105 -0.695
H 1.250 1.422 -0.666 0.410 0.749 0.721
H 1.710 0.275 0.573 -0.224 -0.136 0.235
H -0.647 2.050 2.623 0.239 -0.331 0.311
H 1.099 1.578 2.238 -0.372 -0.262 0.514
H 0.340 2.965 1.581 -0.004 0.022 -0.381
H -1.842 2.604 0.435 -0.306 0.049 -0.008
H -0.438 2.958 -0.471 0.048 -0.337 -0.601
H -1.649 1.620 -0.994 0.277 0.367 -0.507
H -2.394 -2.779 1.691 -0.477 0.637 -0.336
H -0.854 -2.437 2.277 0.513 0.335 -0.310
H -1.124 -3.604 0.997 0.521 0.196 -0.627
H -2.980 0.360 1.016 -0.820 0.329 0.094
C 2.458 -3.988 2.977 0.709 0.345 1.176
C 1.935 -4.870 4.200 -0.627 1.458 -1.644
C 3.226 -5.363 4.885 -0.208 0.389 1.186
C 2.988 -6.067 6.211 -1.312 0.791 0.743
C 2.156 -5.142 7.212 0.796 -0.470 -2.063
C 0.853 -4.533 6.542 0.881 -1.833 0.625
N 1.183 -3.977 5.175 1.619 0.465 0.786
O 0.169 -3.178 4.533 -0.355 -1.909 0.448
C -0.178 -5.718 6.616 -0.206 1.048 -1.583
C 0.332 -3.489 7.502 -0.373 0.989 -0.853
C 0.990 -5.929 3.616 0.129 -0.689 0.473
H 1.794 -3.404 2.340 -0.645 -0.171 0.558
H 3.093 -4.515 2.265 -0.156 -0.791 0.214
H 3.166 -3.306 3.448 -0.114 0.478 -0.115
H 3.927 -5.945 4.286 -0.555 -0.194 -0.563
H 3.816 -4.492 5.172 -0.083 0.470 -0.270
H 3.954 -6.253 6.681 -0.088 -0.439 0.000
H 2.420 -6.982 6.043 0.251 -0.292 0.162
H 2.879 -4.407 7.566 -0.280 0.509 -0.029
H 1.860 -5.739 8.074 -0.158 0.066 -0.015
H -1.008 -5.364 6.004 -0.575 -0.015 0.325
H 0.107 -6.629 6.091 0.447 -0.097 0.451
H -0.503 -5.893 7.642 0.073 -0.085 -0.143
H -0.675 -3.208 7.192 -0.211 0.073 0.143
H 0.292 -3.834 8.535 0.138 -0.134 -0.135
H 0.931 -2.581 7.430 0.188 0.044 0.186
H 1.046 -5.971 2.528 -0.085 -0.017 0.071
H -0.036 -5.751 3.939 0.021 0.212 -0.339
H 1.232 -6.917 4.008 0.077 -0.219 -0.096
H 0.408 -2.251 4.596 0.486 0.261 0.178
C -1.726 5.450 3.591 -0.009 1.043 0.229
C -1.173 6.462 4.631 -0.468 0.325 0.198
C -2.174 6.530 5.842 0.372 0.660 -0.662
C -2.153 5.364 6.779 1.171 -0.305 -0.256
C -0.691 5.155 7.220 -0.768 -0.300 0.627
C 0.359 5.001 6.145 1.357 -0.643 -0.221
N 0.161 6.067 5.148 -0.469 0.986 1.012
O 1.225 6.304 4.244 -0.910 -0.536 0.585
C 1.784 5.164 6.831 -1.219 -0.719 -0.435
C 0.384 3.527 5.585 -0.018 0.787 -0.597
C -1.073 7.944 4.015 0.252 -1.637 1.060
H -2.628 5.875 3.152 -0.054 0.044 -0.188
H -2.030 4.506 4.043 0.380 -0.107 -0.073
H -0.982 5.348 2.800 -0.072 -0.434 -0.076
H -1.914 7.373 6.481 0.246 0.374 -0.203
H -3.182 6.749 5.488 -0.048 -0.092 -0.334
H -2.477 4.416 6.349 -0.361 0.042 -0.200
H -2.789 5.606 7.630 0.052 -0.280 0.129
H -0.725 4.219 7.776 0.506 0.087 0.464
H -0.340 5.977 7.844 -0.330 0.035 0.298
H 2.543 5.056 6.056 0.144 0.524 0.145
H 1.870 6.036 7.480 0.096 0.309 -0.537
H 1.909 4.306 7.491 -0.074 -0.132 0.103
H 1.119 3.513 4.780 -0.163 -0.043 -0.470
H 0.737 2.735 6.246 -0.131 0.413 0.585
H -0.589 3.206 5.213 0.025 0.079 -0.177
H -0.596 8.536 4.796 0.198 0.103 -0.159
H -2.053 8.388 3.844 -0.091 -0.314 -0.201
H -0.456 7.945 3.116 -0.132 0.084 0.040
H 1.172 5.548 3.655 0.592 -0.311 -0.623
C -4.580 2.278 -1.045 0.594 0.483 -1.034
C -4.995 3.032 -2.361 -0.584 -0.735 -0.863
C -5.530 4.428 -1.984 -0.426 -0.630 0.903
C -5.739 5.447 -3.072 1.851 -0.558 -0.303
C -4.311 5.599 -3.676 -0.869 -0.109 -0.356
C -3.754 4.239 -4.315 1.050 2.466 0.765
N -3.829 3.178 -3.275 -0.618 2.633 0.706
O -3.336 1.977 -3.755 0.351 -0.580 -0.140
C -4.467 4.067 -5.631 -0.598 -1.234 -0.756
C -2.208 4.627 -4.595 -0.852 -1.077 0.557
C -6.106 2.202 -3.026 -0.957 0.229 -0.405
H -4.102 1.330 -1.291 -0.026 -0.124 -0.210
H -5.419 2.041 -0.391 -0.117 0.352 -0.104
H -3.825 2.875 -0.533 -0.160 0.042 0.205
H -6.478 4.314 -1.459 0.005 -0.438 0.309
H -4.804 4.789 -1.255 -0.060 0.490 0.065
H -6.144 6.370 -2.657 0.272 0.106 0.018
H -6.445 5.131 -3.841 -0.009 -0.206 0.007
H -3.596 5.973 -2.942 -0.137 -0.248 0.369
H -4.387 6.416 -4.393 0.431 -0.326 -0.657
H -5.553 4.098 -5.536 -0.074 0.362 0.135
H -4.142 4.792 -6.377 -0.072 0.254 0.249
H -4.316 3.102 -6.113 0.439 -0.279 0.204
H -2.111 5.445 -5.309 -0.254 0.181 0.256
H -1.741 4.853 -3.637 -0.109 0.433 0.046
H -1.568 3.839 -4.992 -0.362 -0.500 -0.283
H -6.835 2.768 -3.606 0.109 0.791 0.031
H -6.733 1.757 -2.254 0.207 -0.448 -0.132
H -5.794 1.494 -3.794 0.498 -0.475 0.610
H -2.427 2.143 -3.496 0.492 -0.894 -0.172
C 3.348 0.729 -5.045 0.537 0.002 0.540
C 4.109 2.058 -5.388 -0.674 -0.245 -0.501
C 3.640 2.518 -6.835 -0.486 1.600 0.523
C 2.385 3.403 -6.845 -0.009 -1.612 1.310
C 2.387 4.338 -5.620 -1.107 0.876 -1.891
C 2.794 3.902 -4.236 -0.380 -1.345 0.102
N 4.032 3.141 -4.352 -1.138 0.820 -3.487
O 4.685 2.840 -3.193 0.148 -0.390 1.227
C 3.044 5.174 -3.374 -0.824 -1.064 0.074
C 1.609 2.979 -3.719 0.687 0.606 0.336
C 5.587 1.810 -5.503 0.465 -0.646 -0.742
H 3.745 -0.143 -5.565 0.238 0.218 -0.518
H 2.271 0.703 -5.213 0.184 0.454 -0.073
H 3.527 0.452 -4.006 -0.120 0.263 0.323
H 4.359 3.192 -7.301 0.785 -0.446 0.169
H 3.403 1.714 -7.533 0.656 -0.483 0.354
H 1.540 2.715 -6.845 -0.431 0.056 0.396
H 2.279 3.908 -7.805 0.219 0.422 0.216
H 1.337 4.609 -5.504 -0.089 0.611 0.019
H 2.916 5.220 -5.980 0.249 0.277 0.526
H 2.265 5.925 -3.502 -0.102 -0.064 -0.408
H 2.945 4.885 -2.328 0.608 0.102 0.182
H 4.005 5.619 -3.635 0.003 -0.118 0.215
H 0.793 3.622 -3.386 -0.091 -0.139 0.334
H 1.203 2.289 -4.458 0.135 0.380 -0.433
H 1.974 2.307 -2.942 -0.087 0.312 0.482
H 6.007 1.413 -4.579 0.118 -0.112 -0.233
H 6.103 2.716 -5.820 -0.018 0.216 0.373
H 5.732 1.139 -6.350 0.235 -0.456 0.228
H 5.477 3.373 -3.292 0.285 -0.041 0.448
C -0.600 -7.705 -6.155 -0.734 -0.079 0.513
C -1.638 -7.972 -4.989 1.010 -0.804 -0.655
C -1.144 -9.215 -4.214 -0.140 -0.125 -0.095
C -0.033 -8.961 -3.220 0.153 -0.270 0.325
C -0.357 -7.802 -2.294 0.313 -0.409 -1.153
C -0.699 -6.534 -3.095 -0.149 0.562 0.734
N -1.781 -6.809 -4.063 0.213 -4.479 2.696
O -2.381 -5.736 -4.586 0.280 1.580 -1.127
C -1.149 -5.479 -2.030 -0.559 0.105 -1.656
C 0.578 -5.943 -3.730 1.129 0.396 -0.240
C -3.008 -8.322 -5.597 -0.952 0.841 0.308
H 0.383 -8.155 -6.018 0.015 0.109 0.473
H -0.479 -6.625 -6.232 0.072 -0.023 -0.671
H -0.984 -8.179 -7.058 -0.049 0.485 -0.217
H -1.997 -9.711 -3.752 -0.131 0.323 0.543
H -0.807 -9.994 -4.898 0.064 0.227 -0.523
H 0.945 -8.791 -3.669 -0.073 0.163 -0.508
H 0.130 -9.870 -2.641 -0.105 -0.102 0.180
H 0.563 -7.595 -1.746 -0.293 0.135 0.537
H -1.184 -8.119 -1.660 -0.001 0.423 0.229
H -1.361 -4.584 -2.616 0.366 0.489 0.260
H -2.124 -5.676 -1.583 0.220 -0.593 0.288
H -0.352 -5.315 -1.305 -0.192 0.023 0.012
H 1.326 -5.698 -2.977 -0.081 -0.217 0.470
H 1.141 -6.530 -4.454 -0.397 -0.563 0.053
H 0.494 -4.976 -4.226 -0.841 0.162 -0.080
H -3.704 -8.662 -4.830 0.054 0.334 0.404
H -3.158 -9.086 -6.360 1.191 -0.175 -0.153
H -3.435 -7.421 -6.038 -0.090 0.100 0.048
H -1.624 -5.404 -5.074 -0.335 1.639 -0.980
C 0.306 -1.113 -4.829 -0.051 0.739 0.451
C -1.086 -1.105 -5.429 -0.895 -1.915 0.706
C -1.395 0.268 -6.058 -0.921 -0.441 -1.082
C -2.679 0.209 -6.969 1.578 0.213 -0.547
C -2.510 -0.894 -7.999 -0.008 -1.399 0.745
C -2.273 -2.298 -7.396 1.605 -0.814 -1.003
N -1.109 -2.208 -6.452 -1.314 2.813 -1.748
O -0.691 -3.451 -5.965 0.141 0.179 0.452
C -3.597 -2.884 -6.873 -0.217 0.292 0.224
C -1.743 -3.202 -8.573 -1.632 0.073 0.320
C -2.139 -1.445 -4.351 0.111 0.789 -0.123
H 0.399 -0.211 -4.225 0.184 0.275 -0.083
H 1.045 -1.080 -5.630 0.146 -0.119 0.104
H 0.505 -1.901 -4.103 -0.104 -0.410 -0.360
H -1.489 1.084 -5.341 -0.188 -0.390 0.528
H -0.544 0.596 -6.654 0.126 -0.266 -0.402
H -2.658 1.046 -7.668 -0.380 0.820 0.728
H -3.617 0.172 -6.416 0.128 0.018 0.026
H -1.664 -0.676 -8.651 0.056 0.197 0.031
H -3.398 -0.994 -8.622 -0.068 0.153 -0.124
H -4.306 -2.075 -6.692 0.044 0.114 0.554
H -4.139 -3.469 -7.616 0.420 -0.275 -0.161
H -3.479 -3.490 -5.975 -0.008 0.014 -0.019
H -1.474 -4.195 -8.214 0.465 0.182 0.001
H -2.618 -3.391 -9.196 -0.108 0.007 -0.252
H -1.025 -2.731 -9.244 0.396 -0.037 0.522
H -2.067 -2.452 -3.941 0.358 -0.045 -0.103
H -3.138 -1.347 -4.776 -0.035 0.133 0.156
H -2.015 -0.717 -3.550 -0.265 -0.062 0.178
H 0.224 -3.308 -6.219 0.412 -1.032 0.216
C 4.761 -0.955 5.558 -0.214 0.488 0.375
C 4.126 0.252 4.808 0.067 -0.288 0.022
C 3.420 1.240 5.817 1.493 -1.081 -1.056
C 4.434 2.117 6.526 -1.914 -1.128 0.408
C 5.231 2.852 5.515 1.710 0.082 -0.080
C 6.078 1.953 4.508 -0.555 1.525 0.830
N 5.171 0.917 3.980 -0.907 1.639 -0.573
O 5.669 0.206 2.841 -0.322 0.327 1.019
C 6.528 2.969 3.421 -0.336 -1.545 -0.425
C 7.322 1.387 5.205 -0.314 -0.556 0.840
C 3.031 -0.342 3.905 0.509 0.388 -0.473
H 5.711 -0.754 6.054 0.071 0.282 -0.214
H 4.917 -1.770 4.851 -0.090 -0.187 0.153
H 4.102 -1.250 6.374 -0.202 -0.488 -0.215
H 2.695 1.902 5.344 -0.194 -0.477 -0.281
H 2.988 0.501 6.492 -0.654 0.547 0.214
H 4.940 1.429 7.203 0.769 0.462 0.075
H 3.785 2.757 7.123 0.559 0.477 0.331
H 5.931 3.506 6.035 0.513 -0.143 0.048
H 4.654 3.608 4.982 -0.533 -0.475 -0.406
H 6.915 3.936 3.741 0.026 -0.297 0.556
H 7.305 2.414 2.895 0.052 0.488 -0.642
H 5.661 3.152 2.787 0.150 0.026 -0.279
H 6.997 0.842 6.091 0.058 0.127 0.257
H 7.893 0.636 4.657 -0.102 0.151 -0.584
H 8.030 2.144 5.542 -0.132 0.203 -0.169
H 2.523 0.404 3.294 0.285 0.262 -0.077
H 2.206 -0.812 4.441 0.371 -0.296 0.324
H 3.555 -1.037 3.248 -0.536 -0.224 -0.149
H 6.258 -0.474 3.177 0.326 -0.368 0.127
```
Forces are in eV/Å.

Values from the calculation:
2S+1   1
Net charge   0
Calculated total energy   -126508.5767 eV
Energy relative to the best compared isomer or geometry (same formula, charge and spin)   0.00 kcal/mol